# 1
The following is a quantum chemistry calculation of a structure of composition C18H31N3O5S in a non-equilibrium geometry, from the OMol25 dataset.

Geometry as XYZ:
```
58
Properties=species:S:1:pos:R:3:forces:R:3
C -7.755 -1.401 -1.054 -2.4 -3.5 -1.0
C -6.926 -2.156 -0.032 -12.8 -6.6 -3.3
H -6.438 -2.953 -0.455 -0.2 -3.0 -1.6
H -7.706 -2.448 0.753 1.3 -0.2 -0.6
O -6.058 -1.500 0.431 0.6 10.8 13.6
C -4.948 -1.339 0.032 6.0 5.5 2.0
O -4.689 -1.991 -0.845 5.7 -5.8 -9.5
C -4.006 -0.255 0.580 1.9 -1.4 5.8
C -4.149 1.111 -0.094 5.1 -0.4 3.1
H -3.807 0.921 -1.063 -0.2 0.7 -1.9
C -3.184 2.276 0.658 1.5 -4.7 -6.2
N -1.872 1.668 0.472 4.8 -6.4 2.3
C -0.851 2.020 -0.335 -5.3 10.8 0.2
O -1.145 3.309 -0.787 1.9 -4.9 0.1
C 0.524 1.609 -0.408 0.6 3.4 4.8
C 1.256 2.072 1.078 1.2 -2.9 -3.1
C 2.867 1.973 0.694 -2.2 7.7 6.1
N 3.164 1.076 -0.252 0.4 4.1 -6.0
S 3.267 -0.327 0.171 -14.7 -4.8 6.9
O 1.870 -1.039 0.149 3.4 1.8 -1.7
O 3.630 -0.416 1.482 3.4 0.8 6.5
N 4.118 -1.001 -0.712 10.4 -5.3 -10.4
C 4.216 -2.435 -0.830 -7.7 -2.1 -7.0
H 3.133 -2.841 -0.590 2.2 0.7 -0.7
C 5.153 -2.807 0.012 6.6 -7.5 12.1
H 5.718 -3.909 0.036 -1.4 2.9 -1.5
H 4.593 -3.247 1.174 1.3 2.1 -2.9
C 6.202 -1.660 0.331 -0.6 -2.5 1.9
H 6.136 -1.493 1.498 0.2 0.3 -2.6
H 7.197 -2.163 0.120 -0.9 1.5 -0.1
C 5.618 -0.614 -0.615 -0.5 -6.2 -0.3
H 5.571 0.237 -0.233 0.4 7.7 3.1
H 6.190 -0.643 -1.487 0.0 0.0 -2.0
H 4.582 -3.003 -1.880 -1.5 2.7 1.5
C 2.554 1.250 -1.634 0.8 8.4 2.3
C 1.300 2.277 -1.512 0.0 -13.7 3.0
H 1.445 3.159 -1.688 1.6 9.8 -0.8
H 0.648 1.878 -2.160 -1.8 -0.6 -4.1
H 2.415 0.361 -2.032 -1.0 -3.9 -2.1
H 3.182 1.978 -2.183 0.8 -1.4 -0.1
H 3.493 1.856 1.701 -1.4 -0.1 -2.4
H 2.991 3.178 0.475 0.6 -3.1 -0.5
H 0.898 3.063 1.267 0.0 0.4 0.5
H 1.096 1.289 1.817 -0.5 0.4 0.2
H 0.399 0.596 -0.373 1.5 -3.1 -0.8
C -1.453 0.250 1.257 -12.5 2.9 1.4
H -1.798 0.364 2.364 1.0 0.2 -1.7
C -2.399 -0.894 0.702 -1.0 11.0 -8.7
H -2.220 -0.841 -0.477 0.2 -1.7 2.6
H -2.552 -1.615 1.266 -0.5 -7.4 4.5
H -0.555 0.013 1.185 8.0 -1.6 -0.8
H -3.368 2.284 1.638 -1.0 0.8 3.8
H -2.958 3.092 0.009 -1.1 1.6 0.1
H -5.048 1.384 0.175 -5.2 1.7 -0.1
H -4.216 -0.248 1.851 0.0 0.6 -3.4
H -7.066 -1.053 -1.724 1.4 0.4 -2.8
H -8.270 -0.547 -0.821 -1.0 2.2 2.0
H -8.673 -2.023 -1.492 2.5 0.8 0.5
```
Positions in Å, forces in eV/Å.

Properties
HOMO   -8.4783 eV
2S+1   1
Energy   -44691.4384 eV
LUMO level   0.6 eV
Molecular weight   401.529 g/mol


# 2
The following is a quantum chemistry calculation of the molecule C18H31N5O3S, from the OMol25 dataset.

Geometry as XYZ:
```
58
Properties=species:S:1:pos:R:3:forces:R:3
C -3.150 -1.535 -2.910 0.0 0.0 0.0
C -4.251 -0.485 -2.952 0.0 0.0 0.0
N -3.799 0.880 -2.693 0.0 0.0 0.0
C -4.943 1.780 -2.642 0.0 0.0 0.0
C -4.513 3.224 -2.435 0.0 0.0 0.0
C -3.652 3.369 -1.180 0.0 0.0 0.0
C -2.503 2.395 -1.289 0.0 0.0 0.0
O -1.714 2.496 -0.088 0.0 0.0 0.0
N -0.502 1.858 -0.267 0.0 0.0 0.0
C -0.311 0.608 0.261 0.0 0.0 0.0
O -1.217 -0.078 0.685 0.0 0.0 0.0
C 1.122 0.118 0.136 0.0 0.0 0.0
C 1.116 -1.063 -0.843 0.0 0.0 0.0
N 0.863 -0.644 -2.214 0.0 0.0 0.0
C 1.831 -0.020 -2.919 0.0 -0.1 0.0
O 2.915 0.259 -2.437 0.0 0.0 0.0
C 1.566 0.294 -4.390 0.0 0.1 0.0
C 0.183 0.110 -4.928 0.0 0.0 0.0
C -0.279 -0.912 -5.712 0.0 0.0 0.0
N -1.575 -0.784 -6.108 0.0 0.0 0.0
N -2.148 0.267 -5.662 0.0 0.0 0.0
S -1.113 1.177 -4.717 0.0 0.0 0.0
C 1.751 -0.210 1.516 0.0 0.0 0.0
C 1.188 -1.501 2.115 0.0 0.0 0.0
C 1.474 0.954 2.471 0.0 0.0 0.0
C 3.267 -0.344 1.343 0.0 0.0 0.0
C -3.012 0.977 -1.477 0.0 0.0 0.0
H -3.535 -2.477 -3.298 0.0 0.0 0.0
H -2.305 -1.244 -3.538 0.0 0.0 0.0
H -2.794 -1.717 -1.895 0.0 0.0 0.0
H -4.712 -0.486 -3.942 0.0 0.0 0.0
H -5.035 -0.769 -2.228 0.0 0.0 0.0
H -5.497 1.681 -3.577 0.0 0.0 0.0
H -5.628 1.484 -1.824 0.0 0.0 0.0
H -3.945 3.555 -3.310 0.0 0.0 0.0
H -5.396 3.861 -2.364 0.0 0.0 0.0
H -3.280 4.388 -1.068 0.0 0.0 0.0
H -4.239 3.126 -0.289 0.0 0.0 0.0
H -1.867 2.667 -2.138 0.0 0.0 0.0
H 0.275 2.502 -0.304 0.0 0.0 0.0
H 1.735 0.903 -0.317 0.0 0.0 0.0
H 2.082 -1.565 -0.817 0.0 0.0 0.0
H 0.341 -1.773 -0.559 0.0 0.0 0.0
H -0.022 -0.851 -2.649 0.0 0.0 0.0
H 1.909 1.318 -4.540 0.0 0.0 0.0
H 2.253 -0.340 -4.952 0.0 0.0 0.0
H 0.292 -1.766 -6.043 0.0 0.0 0.0
H 1.437 -2.369 1.501 0.0 0.0 0.0
H 1.625 -1.664 3.102 0.0 0.0 0.0
H 0.105 -1.451 2.218 0.0 0.0 0.0
H 1.847 1.897 2.061 0.0 0.0 0.0
H 0.407 1.062 2.675 0.0 0.0 0.0
H 1.980 0.786 3.423 0.0 0.0 0.0
H 3.699 0.572 0.934 0.0 0.0 0.0
H 3.733 -0.540 2.310 0.0 0.0 0.0
H 3.536 -1.163 0.675 0.0 0.0 0.0
H -3.579 0.681 -0.577 0.0 0.0 0.0
H -2.161 0.304 -1.551 0.0 0.0 0.0
```
Positions in Å, forces in eV/Å.

Properties
HOMO   -8.6664 eV
2S+1   1
Energy   -43596.5627 eV
LUMO level   0.2 eV
SMILES   CCN1CCC[C@@H](ONC(=O)[C@H](CNC(=O)Cc2cnns2)C(C)(C)C)C1
Molecular weight   397.545 g/mol


# 3
The following is a quantum chemistry calculation of a cluster of 7 separate species, C18H31N5O4 in total in a non-equilibrium geometry, from the OMol25 dataset.

Geometry as XYZ:
```
58
Properties=species:S:1:pos:R:3:forces:R:3
C 2.240 -0.510 15.269 0.6 -0.5 -1.1
C 2.761 -0.746 13.807 -1.4 -0.1 1.2
O 3.667 0.302 13.415 0.8 -1.2 0.8
C 3.253 1.432 12.904 -2.4 1.8 -2.4
C 4.335 2.446 12.578 1.0 -0.2 -0.7
O 2.101 1.649 12.511 1.7 -0.7 1.2
H 1.798 0.480 15.382 0.3 0.0 0.1
H 3.078 -0.714 15.935 -0.1 0.5 0.3
H 1.466 -1.239 15.510 0.0 -0.1 -0.2
H 3.278 -1.704 13.767 0.5 0.4 0.0
H 1.893 -0.889 13.163 0.2 0.7 -0.4
H 3.950 3.422 12.285 -0.3 -0.1 0.8
H 4.833 2.175 11.647 -0.4 -0.7 -0.4
H 5.241 2.490 13.183 -0.5 0.1 0.8
C 2.446 -1.969 22.782 1.5 0.8 -1.1
C 1.956 -0.820 21.835 -1.1 -1.9 0.2
O 2.871 -0.602 20.751 -0.4 0.8 -0.3
C 2.630 0.516 19.999 -0.4 1.9 1.6
C 3.580 0.635 18.884 0.2 0.2 -0.9
O 1.866 1.451 20.286 0.9 -2.6 0.0
H 1.890 -2.198 23.691 -0.1 0.7 -0.1
H 3.501 -1.761 22.963 0.1 0.1 0.8
H 2.517 -2.912 22.241 -0.4 0.1 -0.4
H 1.111 -1.335 21.377 -0.7 0.7 -0.2
H 1.643 0.143 22.238 0.2 -0.3 0.4
H 3.231 1.415 18.208 -0.3 -0.2 -0.1
H 3.729 -0.327 18.393 0.3 0.1 0.0
H 4.511 1.050 19.270 0.2 -0.4 0.2
C -0.914 1.139 18.583 0.6 1.0 -0.4
C 0.001 2.257 18.200 0.8 1.0 -0.5
N 0.715 3.128 17.896 -1.5 -1.7 0.5
H -1.170 1.258 19.636 0.1 -0.3 -0.1
H -0.418 0.192 18.367 0.0 0.0 0.3
H -1.815 1.198 17.972 0.0 0.0 0.1
C 6.816 -2.476 21.103 0.5 0.0 -0.4
C 5.849 -2.617 19.998 -3.4 -1.0 -2.6
N 5.071 -2.791 19.111 3.2 0.8 3.6
H 7.069 -1.425 21.242 0.2 -0.1 -0.3
H 7.687 -3.050 20.786 0.3 0.4 -0.1
H 6.599 -2.869 22.096 -0.9 -0.2 -0.3
C 3.366 3.482 22.231 -0.3 0.5 -0.2
C 4.612 3.268 21.494 -1.1 0.1 0.5
N 5.518 3.057 20.833 0.8 -0.1 -0.4
H 2.925 2.533 22.536 0.2 0.1 0.1
H 2.647 3.971 21.573 0.0 -0.2 -0.3
H 3.460 4.188 23.057 0.4 -0.4 0.2
C 0.563 -3.387 18.789 0.3 -0.1 0.7
C 0.628 -4.214 20.024 -0.1 -0.2 -0.4
N 0.697 -4.894 20.953 -0.1 0.6 -0.5
H -0.413 -2.913 18.684 0.0 -0.2 0.1
H 0.796 -3.973 17.900 -0.1 -0.1 0.2
H 1.322 -2.609 18.876 0.0 0.1 0.0
C 6.307 0.188 16.676 0.0 0.5 -0.2
C 7.113 -0.208 17.848 -0.2 -0.7 0.5
N 7.732 -0.583 18.752 -0.6 0.6 -1.1
H 6.983 0.644 15.953 -0.1 -0.1 -0.1
H 5.533 0.926 16.887 0.3 0.2 0.5
H 5.720 -0.589 16.185 0.6 -0.6 0.3
```
Positions in Å, forces in eV/Å.

Properties
HOMO   -10.3731 eV
2S+1   1
Energy   -34807.0059 eV
LUMO level   0.3 eV
SMILES   CCOC(C)=O.CCOC(C)=O.CC#N.CC#N.CC#N.CC#N.CC#N
Molecular weight   381.477 g/mol


# 4
The following is a quantum chemistry calculation of the molecule C18H31NO, from the OMol25 dataset.

Geometry as XYZ:
```
51
Properties=species:S:1:pos:R:3:forces:R:3
C 6.013 0.856 2.197 -0.1 -0.1 0.2
C 5.043 -0.118 2.856 -0.1 0.1 -0.3
C 4.540 -1.217 1.903 0.3 -0.2 0.2
C 5.660 -2.201 1.556 -0.2 0.3 -0.2
N 3.431 -1.987 2.451 0.1 -0.2 0.2
C 2.087 -1.600 2.092 -0.1 0.2 0.2
C 1.571 -0.275 2.682 -0.2 -0.3 -0.2
C 0.065 -0.093 2.509 0.0 0.2 -0.3
C -0.355 0.059 1.051 0.3 -0.1 0.2
O -1.736 0.348 1.039 -0.2 0.0 -0.1
C -2.368 0.505 -0.159 -0.1 0.0 -0.1
C -3.738 0.760 -0.087 0.1 0.0 0.0
C -4.484 0.937 -1.235 0.1 0.0 0.2
C -5.957 1.208 -1.166 0.0 0.0 0.0
C -3.848 0.859 -2.471 0.1 0.0 -0.1
C -2.490 0.608 -2.563 -0.3 0.1 -0.1
C -1.820 0.531 -3.915 0.2 0.0 0.0
C -1.201 -0.849 -4.143 -0.2 0.2 -0.1
C -0.766 1.630 -4.064 -0.2 -0.1 -0.1
C -1.750 0.431 -1.399 0.2 -0.1 0.3
H 6.278 1.650 2.893 0.1 0.1 0.0
H 6.927 0.355 1.892 0.1 0.0 -0.1
H 5.559 1.310 1.318 0.0 0.1 -0.1
H 5.529 -0.593 3.712 -0.1 -0.1 0.1
H 4.186 0.444 3.233 0.0 -0.1 0.1
H 4.188 -0.750 0.976 0.0 0.0 0.0
H 6.468 -1.704 1.027 0.2 0.0 -0.1
H 5.264 -2.992 0.926 0.0 -0.1 -0.1
H 6.056 -2.652 2.462 0.1 -0.1 0.1
H 3.526 -2.082 3.456 0.0 0.0 0.0
H 2.044 -1.560 1.001 -0.1 -0.1 0.0
H 1.427 -2.409 2.424 -0.1 0.0 -0.1
H 1.798 -0.262 3.752 0.1 0.0 0.0
H 2.092 0.564 2.216 0.1 0.1 0.1
H -0.259 0.802 3.044 -0.1 0.0 0.0
H -0.465 -0.945 2.938 -0.1 0.0 0.0
H -0.159 -0.868 0.495 0.0 0.1 0.0
H 0.210 0.878 0.582 0.0 -0.1 0.0
H -4.195 0.813 0.890 -0.1 0.0 0.1
H -6.510 0.423 -1.680 -0.1 0.0 0.0
H -6.191 2.154 -1.653 -0.1 0.1 0.0
H -6.296 1.254 -0.135 -0.1 0.0 0.1
H -4.429 0.997 -3.372 -0.1 0.0 -0.1
H -2.586 0.690 -4.681 0.0 0.0 0.1
H -1.955 -1.625 -4.028 0.0 -0.1 0.0
H -0.786 -0.915 -5.146 0.1 0.0 -0.1
H -0.403 -1.040 -3.430 0.1 0.0 0.1
H -1.214 2.608 -3.898 0.0 0.1 0.0
H -0.338 1.610 -5.064 0.1 0.0 -0.1
H 0.038 1.496 -3.345 0.1 0.0 0.1
H -0.692 0.237 -1.471 0.1 0.0 0.0
```
Positions in Å, forces in eV/Å.

Properties
HOMO   -8.3024 eV
2S+1   1
Energy   -22706.8914 eV
LUMO level   0.8 eV
SMILES   CC[C@@H](C)NCCCCOc1cc(C)cc(C(C)C)c1
Molecular weight   277.452 g/mol


# 5
The following is a quantum chemistry calculation of a structure of composition C18H32AsF6N3O2PtSSi in a non-equilibrium geometry, from the OMol25 dataset.

Geometry as XYZ:
```
65
Properties=species:S:1:pos:R:3:forces:R:3
Pt 0.594 -0.734 0.202 2.2 0.1 2.1
N -1.266 -4.536 0.913 -0.2 -0.6 -0.2
C -0.679 -3.339 0.921 -0.1 0.6 1.8
S 0.152 -2.832 -0.515 -0.2 -0.1 -0.4
N -0.770 -2.641 2.050 -0.5 -1.3 -1.8
N -0.109 -1.482 2.017 0.3 1.4 -0.8
C -0.071 -0.807 3.155 0.3 0.3 -1.0
C 0.545 0.432 3.372 0.4 0.8 -0.3
C 0.546 0.926 4.710 0.1 -0.1 -0.1
C 1.192 2.071 5.040 0.3 0.4 -0.1
C 1.910 2.800 4.045 -0.3 -0.2 0.7
C 1.936 2.386 2.755 -0.3 -0.5 -0.5
C 1.217 1.219 2.353 -0.3 0.0 1.8
O 1.203 0.959 1.106 0.0 -0.2 -1.7
H -1.183 -5.148 0.120 -0.1 0.0 0.1
H -1.666 -4.889 1.769 0.1 0.0 -0.1
H -0.524 -1.311 4.003 0.1 -0.1 -0.1
H 0.028 0.353 5.469 0.0 0.0 0.0
H 1.183 2.428 6.061 0.0 0.0 0.0
H 2.445 3.696 4.332 0.0 0.0 0.0
H 2.472 2.919 1.981 0.0 0.0 0.0
C 3.266 -2.708 1.629 -0.1 -0.1 0.0
O 2.771 -1.458 1.149 0.0 0.1 0.0
H 4.206 -2.563 2.162 0.0 0.0 0.0
H 3.418 -3.413 0.811 0.0 0.0 0.0
H 2.526 -3.111 2.319 0.0 0.0 0.0
H 3.417 -1.091 0.518 0.0 -0.1 0.1
F 2.168 -0.023 -1.329 -1.4 -0.2 0.7
As 3.738 0.020 -2.270 1.0 0.0 -0.2
F 3.979 1.579 -1.588 -0.1 -0.1 0.0
F 4.473 -0.692 -0.847 -0.1 0.1 -0.1
F 5.210 0.032 -3.116 -0.1 0.0 0.0
F 3.313 -1.559 -2.814 -0.1 0.1 0.0
F 2.843 0.724 -3.568 0.0 0.0 0.1
C 0.103 2.206 -1.582 0.3 0.0 0.0
Si -0.783 0.714 -0.952 -1.0 0.2 0.2
C -2.406 1.139 -0.066 -0.3 -0.2 0.0
C -1.958 1.948 1.169 0.2 0.0 0.0
C -3.172 -0.093 0.423 0.0 -0.1 0.0
C -3.328 2.027 -0.909 0.0 0.0 -0.1
C -1.272 -0.293 -3.086 0.0 -0.1 -0.2
C 0.104 -0.741 -3.472 0.0 0.1 0.2
C -1.797 0.854 -3.894 0.1 0.1 0.1
C -2.275 -1.359 -2.780 -0.1 0.1 0.1
H -0.532 2.776 -2.260 0.0 0.0 0.0
H 1.041 1.957 -2.074 0.0 0.0 -0.1
H 0.345 2.843 -0.726 0.0 -0.1 0.1
H -1.408 1.331 1.878 0.0 0.0 0.0
H -2.855 2.309 1.680 0.0 0.0 0.0
H -1.351 2.820 0.918 0.0 0.0 0.0
H -2.536 -0.770 0.998 0.0 0.0 0.0
H -3.616 -0.658 -0.394 0.0 0.0 0.0
H -3.989 0.225 1.077 0.0 0.0 0.0
H -2.822 2.915 -1.291 0.0 0.0 0.0
H -4.156 2.369 -0.282 0.0 0.0 0.0
H -3.770 1.488 -1.745 0.0 0.0 0.0
H 0.806 0.079 -3.603 -0.1 0.0 0.0
H 0.000 -1.233 -4.450 0.0 0.0 0.0
H 0.540 -1.472 -2.796 0.0 -0.1 -0.1
H -1.081 1.667 -3.997 0.0 0.0 0.0
H -2.752 1.235 -3.548 0.0 0.0 0.0
H -1.962 0.453 -4.904 0.0 0.0 0.0
H -1.940 -2.062 -2.022 0.0 -0.1 0.0
H -2.415 -1.931 -3.709 0.0 0.0 0.0
H -3.247 -0.950 -2.510 0.0 0.0 0.0
```
Positions in Å, forces in eV/Å.

Properties
HOMO (alpha / beta)   -11.1594 / -11.1369 eV
2S+1   2
Energy   -126849.3396 eV
LUMO level (alpha / beta)   -5.6 / -6.4 eV
Total charge   +1
Molecular weight   766.614 g/mol


# 6
The following is a quantum chemistry calculation of a structure of composition C18H32AsN6OsS3 in a non-equilibrium geometry, from the OMol25 dataset.

Geometry as XYZ:
```
61
Properties=species:S:1:pos:R:3:forces:R:3
Os -0.578 0.057 1.217 -0.4 -0.6 -0.6
S -1.646 1.917 2.116 -0.2 0.3 1.3
C -0.873 1.969 3.670 -0.2 0.3 -0.8
C -1.202 3.150 4.418 -0.5 1.1 0.8
N -1.661 4.088 4.941 1.0 -1.5 -0.8
C 0.041 0.966 4.048 -0.5 1.1 -0.1
S 0.046 -0.595 3.395 0.4 -1.1 0.1
C 1.232 1.390 4.692 2.7 1.7 1.8
N 2.258 1.896 4.985 -2.8 -1.6 -0.9
C -6.410 0.223 -2.356 -0.4 -0.3 -0.4
C -4.941 0.382 -2.048 -0.6 -0.8 1.3
C -4.057 1.140 -2.728 1.2 -0.4 -0.1
C -2.702 1.189 -2.328 -0.4 0.4 -0.1
N -2.192 0.626 -1.215 -2.2 -1.7 -0.6
C -3.077 -0.198 -0.627 0.0 1.6 1.6
S -2.625 -0.913 0.911 0.0 -0.6 -0.4
N -4.400 -0.235 -0.921 -0.3 -0.1 -1.5
C -1.726 1.926 -3.118 0.4 -0.8 -2.0
H -6.666 -0.440 -3.224 0.9 0.5 0.5
H -6.855 1.205 -2.642 0.3 -0.6 0.5
H -6.957 -0.266 -1.537 0.2 0.6 0.0
H -4.371 1.584 -3.636 -0.1 0.6 -0.7
H -5.054 -0.759 -0.346 0.3 -0.2 0.1
H -0.857 1.258 -3.287 -0.4 0.3 0.0
H -1.356 2.731 -2.527 0.2 1.0 0.1
H -2.130 2.197 -4.125 0.5 0.3 1.0
C 0.350 -4.769 -0.623 -0.9 1.6 -0.7
C 0.301 -3.523 0.331 -2.4 -0.4 -0.1
As 0.641 -1.623 -0.280 0.2 -1.9 -0.2
C 2.494 -1.804 0.146 0.4 -1.2 1.8
C 3.338 -2.943 -0.520 -1.6 0.3 -0.2
C 0.621 -1.384 -2.243 -1.8 -1.2 0.7
C 1.597 -0.409 -2.709 1.1 2.8 -1.5
H -0.310 -5.590 -0.273 0.6 0.6 0.0
H 1.369 -5.110 -0.804 -0.3 -0.1 0.1
H -0.094 -4.383 -1.572 0.4 -0.8 0.3
H 0.989 -3.700 1.149 0.0 0.4 0.4
H -0.767 -3.409 0.715 1.4 -0.5 -0.1
H 2.362 -2.010 1.278 0.7 0.5 -1.6
H 2.946 -0.861 0.001 0.9 1.2 0.1
H 2.712 -3.711 -0.959 -0.4 -0.1 0.2
H 3.919 -3.462 0.221 0.6 0.2 0.1
H 3.872 -2.612 -1.395 0.7 0.4 0.1
H -0.411 -1.070 -2.542 0.8 -0.6 0.2
H 0.869 -2.381 -2.635 -0.4 0.2 0.0
H 1.373 0.654 -2.429 0.0 -0.7 0.1
H 1.572 -0.334 -3.827 0.1 -0.3 0.8
H 2.638 -0.563 -2.428 0.0 -0.4 0.0
N 4.122 2.707 2.878 0.0 0.1 -1.7
C 3.329 2.412 1.532 0.8 2.4 -0.3
C 2.025 1.774 1.888 -0.3 -2.1 -0.9
N 1.046 1.440 0.761 1.5 0.9 -1.6
H 4.222 3.724 3.004 0.3 -0.3 -0.2
H 5.075 2.267 2.871 -1.1 0.4 0.2
H 3.559 2.424 3.690 0.0 -0.6 0.5
H 3.948 1.782 0.903 0.2 -0.1 0.1
H 3.199 3.398 0.987 0.3 -1.0 0.8
H 1.452 2.335 2.596 0.0 0.3 0.2
H 2.323 0.788 2.288 -0.6 0.4 0.3
H 1.478 1.165 -0.160 0.2 -0.1 1.4
H 0.599 2.295 0.434 -0.2 0.3 0.5
```
Positions in Å, forces in eV/Å.

Properties
HOMO (alpha / beta)   -16.2117 / -17.4238 eV
2S+1   5
Energy   -123908.0289 eV
LUMO level (alpha / beta)   -9.4 / -11.4 eV
Total charge   +3
Molecular weight   693.849 g/mol


Question: What is the formula in the fifth record?
Answer: C18H32AsF6N3O2PtSSi